The following is a DFT calculation (ωB97M-V with the def2-TZVPD basis set) of a 2-piece molecular cluster, C25H22ClF2O8P overall in a non-equilibrium geometry.

Positions of all 59 atoms, in Å:
C -3.34957 1.75515 4.62750
H -1.58096 -0.25432 -0.69285
H 2.16030 -0.83428 6.78818
F -0.40588 2.10172 -1.74748
O -2.59592 1.67126 -0.02247
H 0.28764 0.12796 -5.40228
C -0.50819 -0.10702 -0.77529
C -0.19126 0.80129 -1.93642
F -5.34320 1.10986 5.64593
H 0.77129 -3.65367 -0.21577
C 1.70607 0.81507 5.31097
C -2.59668 1.80928 3.46997
C 0.98709 -2.92672 0.56447
P 3.64769 0.49392 2.84231
O 0.23894 0.41546 -2.97222
H 0.15273 -2.24788 0.71564
C -5.10775 0.70054 3.34335
C 1.43317 0.12362 0.89311
C -0.62157 0.40771 -5.92289
H 0.87589 2.63321 4.72852
H -0.44020 1.26643 -6.56716
C 1.07786 1.37907 2.97491
C -1.21837 2.38289 3.46390
C 1.92173 0.63841 2.12724
C 2.22982 -0.74063 -0.07699
C 2.33600 -2.21957 0.32598
O 4.59306 1.43352 1.88144
C -4.60373 1.18043 4.53886
C 1.89683 -0.06828 6.10053
O -0.89992 -2.15213 -8.26119
H 2.95490 -2.33284 1.20697
H 0.08543 -1.98495 -10.08449
H -0.08236 -1.05878 -1.06226
C -0.72413 1.13398 1.38417
O 4.06058 -1.07092 2.54640
C -0.11929 -2.72357 -9.31175
C -0.30760 -1.13282 -7.63345
C 1.56164 1.89392 4.33287
H 2.87133 -2.69612 -0.49568
C -2.17522 1.39855 1.07449
C -4.34391 0.76829 2.18916
H -4.73876 0.39060 1.25701
O -1.13090 -0.69376 -6.68708
H 5.27513 0.90753 1.44421
H -0.71440 -3.53048 -9.72960
H 1.06584 -3.50373 1.48641
H -2.97583 2.12014 5.57295
O 0.78317 -0.69313 -7.88664
C 0.09404 0.39280 0.53500
C -0.24473 1.63104 2.59986
H 4.61538 -1.33475 3.28778
Cl 3.82893 -0.09936 -0.51782
H 1.68733 -0.72538 -1.01171
H -1.38629 0.65826 -5.19521
H 0.81491 -3.12436 -8.92275
H -6.09892 0.26781 3.33864
C -3.07187 1.31749 2.25757
O -0.95554 3.38602 4.07949
H 2.51821 2.39622 4.19569

Cartesian forces (eV/Å) of the 3 atoms listed first:
C -0.1 0.0 0.0
H 0.0 0.2 -0.1
H -0.2 0.0 0.0

Calculated values
F_max: 0.027 hartree/bohr
structure (SMILES): C#CCc1c2c(c(CC(=O)F)c([C@@H](Cl)CC)c1P(O)O)C(=O)c1ccc(F)cc1C2=O.COC(=O)OC
gap between HOMO and LUMO: 7.50 eV
E_HOMO: -8.660 eV



The following is a DFT calculation (ωB97M-V with the def2-TZVPD basis set) of a 14-piece molecular cluster, C54H94F4NO18S5 overall in a non-equilibrium geometry.

Positions of all 176 atoms, in Å:
H -3.60825 -4.66301 2.45264
H 0.46998 -0.40726 5.20692
H -2.34166 -4.41408 -5.45648
H -1.30880 -1.76879 -4.80552
H -2.06263 4.17179 3.06888
H -0.41077 -4.54446 7.53607
H -2.11087 3.25372 -3.04169
S 4.82485 -2.80684 4.51151
H 1.65698 -2.74032 2.37510
H -4.02722 2.95514 6.28247
O 5.57977 -1.33372 -0.58615
H -6.08225 -2.93783 5.50578
H 2.67220 0.80592 -3.28036
C 0.94786 0.61941 0.56630
C 6.16210 -3.75325 3.75232
H -0.86212 -4.37739 -3.37435
H -5.55435 -1.04567 -0.36996
H 2.32768 1.01608 -4.97315
H 6.05507 2.78419 -0.64098
H 3.13160 -3.05532 1.40941
H -4.48726 3.31382 -2.46559
C -1.33356 3.94301 -3.37231
S 2.27856 4.09027 0.38214
H 0.44695 -0.19311 -1.69961
C -1.53719 2.42058 0.93682
O 1.47488 -3.77675 -2.22800
H -0.35967 3.48978 -3.17740
H -3.20608 5.02369 4.08633
O 1.01035 3.83841 -0.37334
S -1.45416 5.45220 -2.39560
C -3.93817 -4.08820 -1.96846
O 1.84848 -1.61117 0.61200
H 1.24395 -3.82590 7.11512
H -2.54779 -0.91919 -1.32648
C -1.19361 1.55496 -0.24261
C -0.59147 0.17543 -6.29557
H 3.38039 -4.42522 3.51742
H 4.25501 1.33951 4.35773
O 3.90003 -0.14412 -1.53968
C 4.91845 -2.53423 -0.92308
O 3.24091 2.58908 -3.99596
C -4.11093 -4.32267 -4.35386
H 0.23483 -2.54488 -4.74303
F 0.57029 3.70260 3.35039
H -1.92175 4.02476 4.88392
H -2.17098 -0.69916 0.91056
C -4.83599 -1.52417 2.64302
H -2.02031 1.29392 -0.89577
H -2.24891 -2.57982 4.50019
H -0.05435 -2.80936 7.59418
C -4.77926 -3.87907 4.09947
C 5.32115 2.07160 -1.01903
C -5.50783 -0.10001 -0.89685
C -2.57744 4.13410 4.02566
F -3.44140 -2.58696 1.02454
H 1.30973 1.83256 -3.66430
C -0.17309 6.36428 -3.30766
S -0.28825 -3.62722 5.31801
H 3.92862 -5.03699 5.07746
H -2.61679 -3.07965 6.08122
H 2.34410 -2.62317 -3.80156
O 2.18879 -5.54410 -1.23248
C 3.47522 4.76259 -0.83319
H -0.15316 7.40091 -2.98660
C 1.95017 5.66407 1.25703
H -1.92062 3.41655 0.69714
C -1.79978 -2.65390 5.49411
H 6.38900 -3.31316 2.78338
H -4.84380 -4.83673 4.60236
H -1.52743 -1.50557 -2.66309
H -0.01156 -1.60582 -0.74637
C 2.82294 3.77737 -4.40572
H -4.27478 1.20192 -3.77583
O 5.65070 0.80769 -0.49260
H -4.71200 -4.37861 -5.25211
C 2.29104 1.52016 -4.01282
H -4.37549 -3.90190 -0.99649
C -4.13908 -2.61693 2.18268
C -0.39510 -1.93873 -5.38145
C -1.61133 -0.77177 -1.85926
H -5.27298 3.19427 -0.14650
C -0.33062 -0.61983 -1.06915
C 2.07199 -2.78676 1.36296
H 4.49634 4.90932 -0.49684
H 0.88832 -1.95406 -3.01228
S -3.71452 2.72592 3.83428
H 1.93297 6.53933 0.61357
C -2.71772 -4.31696 -4.44567
H 1.28191 -0.60954 2.35074
O -1.71960 -0.01844 -6.65725
C -4.72723 -4.22720 -3.11219
C -5.48479 -2.78580 4.61598
H -0.49952 2.06099 -0.92180
F -4.53110 -1.17761 -2.74409
H -0.63130 2.71737 1.47054
H 2.90157 -0.58659 5.09195
H 4.54573 6.22909 -5.56754
H -0.70817 -2.57490 -6.21122
C -4.62818 2.80513 5.38630
H 5.24098 -3.44461 -0.41557
H -0.22554 6.28965 -4.39298
H 2.63622 -3.85803 4.96746
C -1.15367 -0.49062 1.21801
H 7.00308 -3.71000 4.44007
H -0.58995 -1.39032 1.43723
H 3.00759 5.68404 -1.19232
H -1.61163 -1.63459 5.83335
H 3.10815 3.36238 3.42730
H 1.53943 0.98144 -0.27411
H 0.70128 5.78378 -2.99897
O 3.52413 -4.54127 -2.76484
H 4.17809 -6.28990 -0.97828
H -1.06404 2.18618 -7.85079
C 3.60286 -4.13645 4.54948
H 5.85637 -4.78880 3.60996
H 1.52573 -3.59459 0.86582
C 1.02377 0.39960 4.74896
O 0.04748 1.33560 -6.32615
H 3.84968 -2.46052 -0.71173
C 3.62947 5.84643 -5.12389
H 2.87562 -7.13188 -0.12614
H -1.14092 0.17284 2.08231
C 0.38408 1.55336 4.31490
C -5.49026 -1.62001 3.87547
H 0.89163 1.49574 1.21653
C 2.51087 -4.62259 -2.12386
C 2.40501 0.32416 4.78712
H -5.44692 3.52788 5.40709
H 3.40916 6.58304 -4.34202
F -1.86241 -4.18329 -0.93120
H -1.27008 2.97412 -6.30204
C -4.80940 2.35850 -2.07403
C -2.56372 -4.16566 -2.08652
H 3.39560 4.10796 -1.70156
O -2.92912 1.44386 3.90694
C -0.54290 2.46829 -6.93327
C 2.54519 2.52845 3.82538
C -1.93622 -4.24638 -3.31234
H 5.03705 -2.80454 -1.97370
O 5.24860 -2.48656 5.90563
O 0.22000 -0.71347 -5.71541
H 2.69849 0.00963 1.54089
H 2.80488 5.83712 -5.82975
C -5.68525 1.10293 -0.21070
H 1.21591 5.55274 2.04188
H -5.80688 -4.16429 -3.10337
H -5.13274 1.83873 5.45098
C 3.12546 -6.58331 -1.02644
H 5.31749 2.15120 -2.10721
H -1.82483 0.08551 -2.51577
H 0.27610 3.13238 -7.19057
C -5.31080 2.30957 -0.77118
H -0.69959 1.61239 4.28928
H -1.46229 4.15345 -4.43048
C 4.94397 -0.22628 -0.94271
H -2.25536 1.97369 1.62175
O 3.87114 4.57312 -4.54898
C -4.13288 -3.81869 2.88051
N -0.45488 0.29104 0.14432
H 2.44625 -1.98734 -2.19829
C -4.72238 1.16861 -2.78710
C 1.78547 -2.53909 -2.86989
H -4.83061 -0.58758 2.10265
H 4.37336 2.48463 -0.67985
C 1.16607 2.59407 3.86073
C 0.15784 -3.74419 7.06555
C 3.17439 1.39384 4.31984
H -6.09409 1.07434 0.79184
O -2.80927 6.00017 -2.69985
O 0.66271 -2.67879 4.64775
C 1.70238 -0.41892 1.36325
C -4.92442 -0.03913 -2.14648
H 2.93362 5.75669 1.75567
O 1.66741 4.07932 -4.58551
H -5.99033 -0.71714 4.20347
H 3.12697 -7.25317 -1.89329

Cartesian forces (eV/Å) of the 3 atoms listed first:
H 0.0 0.0 0.1
H -0.2 -0.1 -0.4
H 0.6 0.0 0.2

Calculated values
total charge: +1
F_max: 0.052 hartree/bohr
gap between HOMO and LUMO: 9.00 eV
E_HOMO: -10.392 eV



The following is a DFT calculation (ωB97M-V with the def2-TZVPD basis set) of C21H35Cl2GeN4O6Rb as an isolated structure.

Positions of all 70 atoms, in Å:
C 0.65022 4.61612 -4.31298
Ge -1.38088 -2.24590 1.55767
O -0.34596 -0.80551 2.22729
C -2.83099 -1.48880 -0.87726
C 2.21035 -2.83744 1.58184
H -1.96858 -1.06842 4.36273
H 2.01281 -3.60904 -1.02760
H -2.73468 0.50344 -1.69243
H 0.56778 3.80182 -6.28073
H 3.92707 0.33143 1.55136
H -1.31605 -1.37998 -2.40903
H 2.68844 -2.19048 0.84160
H -1.42095 -2.95625 -1.61249
H -4.45975 -2.05689 0.43445
C -3.91154 -2.47075 -0.41495
C 0.34760 1.94287 -3.37754
H -0.24944 -5.26333 1.48796
H -0.29965 1.75816 1.60816
N 0.45452 2.76438 -1.13887
N 4.03702 -0.08622 -1.42250
C 0.74117 5.07996 -0.61574
H -2.97560 -0.42869 3.05716
H -1.92938 1.12317 1.31348
C 0.59165 3.73637 -0.25679
H 0.41711 -0.17822 4.66191
C -2.00617 -2.12142 -1.99964
H 0.86583 -4.94762 -0.79455
C -1.22288 1.42618 2.08675
H 1.80086 -2.23329 2.39362
Cl 0.82855 6.22407 -4.92150
H 2.48541 -5.01684 -0.06436
C 0.59416 -4.71477 1.91319
H 0.60430 3.43168 0.78279
H 1.04693 1.03129 3.52540
H 2.99671 2.65294 1.49349
C -0.89985 0.24058 2.99903
H -1.63394 2.26315 2.66128
C 0.75931 5.41696 -1.94408
H 0.84707 5.83288 0.15320
H -3.47216 -3.41944 -0.10063
C 0.47515 3.07894 -2.43422
N 2.54578 1.78069 1.24076
H 2.80045 1.61213 0.26378
H -2.50777 0.62264 4.40195
N 3.15971 0.76169 2.06043
H 2.46168 0.03788 2.19915
H 1.39272 -5.42467 2.14435
O -1.97387 -1.09542 0.16790
C 0.53698 3.58400 -5.22243
C 0.62751 4.39940 -2.90259
Rb 0.76107 -0.26088 -0.54479
H 0.87926 6.44505 -2.25596
O 3.37770 0.98534 -1.52712
O 3.36314 -1.12900 -1.39987
H -0.23234 1.47362 4.66436
Cl 0.26632 1.00715 -5.91444
C -3.50337 -0.21405 -1.39524
O 0.21433 0.79179 -2.98591
C 0.39232 2.28322 -4.78737
C 0.14977 0.66966 4.02763
H -4.14667 -0.41657 -2.25616
O 0.06748 -2.79705 0.48546
H 2.99148 -3.49002 1.98512
C 1.09751 -3.65852 0.92413
H -4.61730 -2.67121 -1.22568
H -2.63985 -2.46858 -2.82183
C 1.65177 -4.35654 -0.31900
C -2.16644 -0.18643 3.75021
H -4.10485 0.23662 -0.60255
H 0.26393 -4.25898 2.84927

Cartesian forces (eV/Å) of the 3 atoms listed first:
C 0.0 0.1 -0.1
Ge 0.2 0.3 -0.2
O 0.0 0.0 0.2

Calculated values
total charge: -1
F_max: 0.012 hartree/bohr
gap between HOMO and LUMO (alpha / beta): 5.94 / 3.90 eV
2S+1: 2
E_HOMO (alpha / beta): -4.314 / -4.314 eV
relative energy (zero: lowest compared OMol25 entry of this formula, charge and spin): 3.8 kcal/mol



What is the formula in the first record?
C25H22ClF2O8P



Which of these has the lowest F_max?
C21H35Cl2GeN4O6Rb